#A
DFT (wB97M-V/def2-TZVPD) results for C2H4O2S in the gas phase.

The geometry in XYZ format:
```
9
Properties=species:S:1:pos:R:3
S 1.852 -0.338 0.006
O -0.576 -0.778 -1.022
O -0.111 1.423 -0.072
C 0.110 0.076 -0.169
C -0.894 -0.927 0.336
H 2.245 0.916 0.306
H -0.423 1.896 -0.826
H -1.881 -0.446 0.696
H -0.321 -1.822 0.746
```

Its HOMO-LUMO gap is 9.864 eV. As for the spin multiplicity: 1. As for the LUMO energy: 0.7 eV. The charge is 0.



#B
DFT (wB97M-V/def2-TZVPD) results for a 2-piece molecular cluster, C2H4O2S overall.

The geometry in XYZ format:
```
9
Properties=species:S:1:pos:R:3
S 1.839 -0.729 -0.485
O -1.281 -0.708 -0.705
O 2.884 -1.152 0.397
C -1.210 -1.171 0.386
C 1.707 0.872 -0.459
H 0.800 1.196 -0.976
H -2.081 -1.583 0.768
H -0.259 -1.175 0.944
H 2.255 1.577 0.108
```

Its HOMO-LUMO gap is 9.738 eV. As for the spin multiplicity: 1. As for the LUMO energy: 0.0 eV. The charge is 0.



Quick one: least stable of them? #B



#A
DFT (wB97M-V/def2-TZVPD) results for a 2-piece molecular cluster, C2H4O2S overall.

The geometry in XYZ format:
```
9
Properties=species:S:1:pos:R:3
S 2.203 -0.010 -0.996
O 1.540 -0.412 0.221
O 2.514 1.396 -1.037
C -1.331 0.385 0.477
C -0.762 -0.750 0.092
H -1.471 0.834 1.476
H -0.421 -1.022 -0.882
H -0.688 -1.457 0.910
H -1.584 1.035 -0.262
```

Its HOMO-LUMO gap is 8.247 eV. As for the spin multiplicity: 1. As for the LUMO energy: -1.3 eV. The charge is 0.



#B
DFT (wB97M-V/def2-TZVPD) results for C2H4O2S in the gas phase.

The geometry in XYZ format:
```
9
Properties=species:S:1:pos:R:3
S -1.105 0.974 -0.139
O -1.401 2.081 -1.029
O -0.792 1.344 1.220
C 0.678 -0.836 0.433
C 0.246 -0.102 -0.770
H 0.643 -0.046 1.221
H -0.074 -0.505 -1.685
H 0.123 -1.719 0.575
H 1.683 -1.191 0.175
```

Its HOMO-LUMO gap (alpha / beta) is 7.937 / 8.035 eV. As for the spin multiplicity: 1. As for the LUMO energy (alpha / beta): -1.6 / -2.0 eV. The charge is 0.



#C
DFT (wB97M-V/def2-TZVPD) results for a 2-piece molecular cluster, C2H4O2S overall.

The geometry in XYZ format:
```
9
Properties=species:S:1:pos:R:3
S -1.427 -2.185 0.546
O -1.923 -1.605 1.804
O -0.305 -3.084 0.622
C 0.092 -0.504 -0.458
C -0.153 0.433 0.441
H -0.175 -0.517 -1.561
H 1.028 -1.147 -0.392
H -0.776 1.155 0.201
H 0.330 0.660 1.413
```

Its HOMO-LUMO gap is 9.414 eV. As for the spin multiplicity: 1. As for the LUMO energy: -0.9 eV. The charge is 0.



#D
DFT (wB97M-V/def2-TZVPD) results for C2H4O2S in the gas phase.

The geometry in XYZ format:
```
9
Properties=species:S:1:pos:R:3
S -2.622 -0.269 0.107
O 0.967 1.797 -0.067
O -0.379 1.368 -0.003
C 0.325 -1.108 0.110
C -0.556 0.132 0.059
H 0.036 -1.855 0.829
H 0.698 2.519 -0.582
H 0.174 -1.632 -0.882
H 1.356 -0.951 0.430
```

Its HOMO-LUMO gap is 7.932 eV. As for the spin multiplicity: 1. As for the LUMO energy: -0.2 eV. The charge is 0.



Quick one: least stable of them? #D



#A
DFT (wB97M-V/def2-TZVPD) results for C2H4O2S in the gas phase.

The geometry in XYZ format:
```
9
Properties=species:S:1:pos:R:3
S -0.094 -1.580 -1.430
O -0.450 1.470 1.218
O -2.049 0.643 -0.030
C 0.209 -0.468 -0.016
C -0.842 0.606 0.312
H 0.954 -1.162 -2.112
H 0.488 1.460 1.419
H 0.585 -1.007 0.898
H 1.198 0.037 -0.260
```

Its HOMO-LUMO gap is 9.943 eV. As for the spin multiplicity: 1. As for the LUMO energy: 0.2 eV. The charge is 0.



#B
DFT (wB97M-V/def2-TZVPD) results for a 2-piece molecular cluster, C2H4O2S overall.

The geometry in XYZ format:
```
9
Properties=species:S:1:pos:R:3
S -1.030 2.095 0.502
O -1.596 -0.367 -0.537
O 0.004 -0.511 1.686
C -0.321 -0.226 -1.114
C -0.773 0.461 0.156
H 0.029 2.744 0.211
H -0.248 0.272 -2.139
H 0.492 -0.950 -0.946
H -0.711 -0.089 2.237
```

Its HOMO-LUMO gap (alpha / beta) is 10.193 / 10.194 eV. As for the spin multiplicity: 1. As for the LUMO energy (alpha / beta): 0.3 / 0.3 eV. The charge is 0.



Quick one: least stable of them? #B



#A
DFT (wB97M-V/def2-TZVPD) results for H18O9 as an isolated structure.

The geometry in XYZ format:
```
27
Properties=species:S:1:pos:R:3
O -4.065 1.637 0.273
O 1.785 0.039 -1.369
O -1.406 -2.788 -1.045
O -1.283 -2.041 0.547
O -0.772 2.122 -1.774
O 1.489 3.076 1.927
O 0.248 0.486 -0.168
O 3.456 -0.380 -1.009
O 0.890 -2.229 2.457
H -3.133 1.754 0.551
H 3.716 0.286 -0.374
H -1.681 -1.136 0.271
H -4.313 0.854 0.769
H 3.528 -1.234 -0.421
H -0.493 0.273 0.407
H -1.439 -2.513 -1.988
H 0.447 -2.591 1.751
H 2.393 0.302 -2.063
H -1.473 1.775 -2.322
H -1.077 -3.683 -1.041
H 1.034 3.428 2.716
H -0.932 3.069 -1.558
H 1.275 3.596 1.197
H 0.907 -1.241 2.317
H 0.993 0.561 0.398
H -2.019 -2.602 0.765
H 1.924 -0.821 -1.215
```

Its HOMO-LUMO gap is 7.353 eV. As for the spin multiplicity: 1. As for the LUMO energy: 0.1 eV. The charge is 0.



#B
DFT (wB97M-V/def2-TZVPD) results for a 9-piece molecular cluster, H18O9 overall.

The geometry in XYZ format:
```
27
Properties=species:S:1:pos:R:3
O -1.493 -3.222 1.707
O -0.782 -0.719 -0.181
O -5.409 0.451 0.101
O 0.992 0.689 -2.506
O 0.659 -2.988 -1.372
O -2.891 2.586 -0.335
O 3.508 0.454 -1.757
O 1.425 4.238 1.530
O 3.693 -0.675 2.341
H 3.071 0.632 -0.913
H 0.339 -2.112 -1.130
H 4.166 -0.294 -1.536
H -6.031 -0.030 0.651
H 1.044 0.223 -3.360
H 0.548 -3.657 -0.755
H 2.901 -0.210 2.753
H 1.163 4.018 0.706
H -0.624 0.159 0.083
H -2.007 2.318 -0.160
H -3.106 1.763 -0.917
H -4.549 -0.006 0.210
H -1.601 -2.554 1.056
H 2.299 4.580 1.461
H -0.403 -1.312 0.486
H -0.746 -3.715 1.332
H -0.014 0.642 -2.541
H 3.849 -1.257 3.048
```

Its HOMO-LUMO gap is 10.518 eV. As for the spin multiplicity: 1. As for the LUMO energy: -0.4 eV. The charge is 0.



#C
DFT (wB97M-V/def2-TZVPD) results for a 9-piece molecular cluster, H18O9 overall.

The geometry in XYZ format:
```
27
Properties=species:S:1:pos:R:3
O 0.567 -0.258 -0.418
O -3.963 0.924 -2.915
O 4.681 -3.534 -0.813
O 1.496 -0.382 -3.628
O -0.024 -1.592 2.723
O -5.493 1.360 0.742
O -1.181 1.258 2.786
O 1.212 1.827 2.972
O 3.129 -0.870 -1.539
H 0.746 -1.532 3.300
H -5.367 2.264 1.053
H -3.500 0.164 -2.546
H -4.598 1.033 0.600
H 3.810 -0.256 -1.836
H 0.535 1.847 2.286
H -1.066 2.031 2.221
H 0.317 -1.188 -0.387
H 3.809 -3.941 -0.766
H -3.274 1.589 -3.025
H -1.971 1.460 3.301
H 0.913 -0.028 -2.947
H 1.285 2.746 3.256
H 1.306 -1.327 -3.632
H 0.068 -0.837 2.131
H 2.323 -0.340 -1.530
H -0.264 0.213 -0.286
H 4.503 -2.632 -1.104
```

Its HOMO-LUMO gap is 10.100 eV. As for the spin multiplicity: 1. As for the LUMO energy: -0.7 eV. The charge is 0.



#D
DFT (wB97M-V/def2-TZVPD) results for a 9-piece molecular cluster, H18O9 overall.

The geometry in XYZ format:
```
27
Properties=species:S:1:pos:R:3
O 2.983 0.686 0.092
O -0.809 -0.098 -3.048
O -0.066 -1.564 2.787
O 1.401 -2.530 -1.385
O -0.421 2.179 1.732
O 0.573 2.900 -0.913
O -1.793 -2.526 -0.865
O 0.475 -0.398 -0.114
O -2.130 -0.030 0.445
H -2.648 0.048 1.396
H -0.940 -2.780 -0.999
H 0.682 3.797 -0.549
H -0.232 -0.719 2.352
H 3.083 0.077 -0.720
H -0.246 -0.133 0.490
H 1.144 -1.605 -0.878
H 0.146 2.207 2.544
H 3.574 0.210 0.659
H -1.186 1.633 2.076
H -0.780 0.671 -3.670
H 1.185 -2.366 -2.355
H -2.707 0.424 -0.069
H -1.702 -1.636 -0.438
H -0.730 0.439 -2.150
H 0.256 2.397 -0.136
H -0.457 -1.403 3.658
H 1.345 0.118 0.059
```

Its HOMO-LUMO gap is 9.277 eV. As for the spin multiplicity: 1. As for the LUMO energy: -0.8 eV. The charge is 0.



Quick one: least stable of them? #A